[1]
A molecular structure, C30H25AuO4PS2Se2Si. Source: the OMol25 dataset; level of theory: the ωB97M-V functional and the def2-TZVPD basis.

The geometry in XYZ format:
```
66
Properties=species:S:1:pos:R:3:mulliken_charge:R:1
Au 0.21770 2.02428 -0.20981 0.28
Se 3.18048 -0.25890 -1.19857 -0.40
P 2.94325 0.19858 0.84132 0.35
Se 0.85072 0.49869 1.54713 -0.25
C 3.90578 1.65915 1.36572 0.68
C 3.65368 2.28646 2.58336 -0.14
C 4.40185 3.38612 2.96882 -0.66
C 5.39978 3.87311 2.13615 -0.44
C 5.64817 3.25636 0.92010 -0.58
C 4.90456 2.15097 0.53402 -0.57
C 3.49688 -1.13321 1.96370 0.61
C 3.23471 -1.07261 3.33166 -0.07
C 3.67622 -2.08107 4.17225 -0.81
C 4.38625 -3.15630 3.65393 -0.42
C 4.64780 -3.22026 2.29444 -0.53
C 4.20254 -2.21320 1.44940 -0.43
H 2.84150 1.94416 3.21151 0.24
H 4.18734 3.87900 3.90844 0.37
H 5.97197 4.74436 2.42961 0.37
H 6.41361 3.64370 0.25993 0.39
H 5.07281 1.67659 -0.42433 0.27
H 2.67751 -0.24115 3.74434 0.17
H 3.46364 -2.02868 5.23247 0.39
H 4.73114 -3.94476 4.31120 0.37
H 5.19552 -4.05969 1.88513 0.38
H 4.38685 -2.25740 0.38305 0.24
O -0.24567 3.49813 -1.60157 -0.63
S 0.17071 4.79187 -0.88030 1.03
O -0.95989 5.39784 -0.23400 -0.57
O 0.96741 5.62938 -1.72789 -0.60
S 1.37138 3.83805 0.54791 -0.29
O -0.79929 0.54848 -1.10739 0.73
Si -2.15047 -0.28131 -1.29744 -0.59
C -2.87108 -0.88732 0.33861 0.32
C -2.11762 -1.79284 1.09364 -0.21
C -2.56364 -2.25819 2.32046 -0.77
C -3.78740 -1.82979 2.82067 -0.37
C -4.55259 -0.93529 2.08836 -0.66
C -4.09384 -0.46983 0.86149 -0.18
C -3.48567 0.70263 -2.18351 0.42
C -3.27226 2.04975 -2.48001 -0.61
C -4.24518 2.80560 -3.12305 -0.58
C -5.45084 2.22516 -3.48613 -0.39
C -5.68188 0.88498 -3.20387 -0.73
C -4.70786 0.13755 -2.55913 -0.01
C -1.69149 -1.81981 -2.27970 0.31
C -0.40856 -1.92660 -2.81876 -0.06
C -0.02442 -3.05174 -3.53676 -0.53
C -0.92064 -4.09274 -3.73087 -0.38
C -2.19858 -4.00983 -3.19368 -0.72
C -2.57233 -2.88601 -2.47160 -0.19
H -1.15975 -2.13324 0.71369 0.49
H -1.95772 -2.95389 2.88888 0.40
H -4.14049 -2.19133 3.77918 0.36
H -5.50574 -0.59357 2.47445 0.37
H -4.69838 0.23924 0.30620 0.36
H -2.33373 2.51786 -2.20834 0.55
H -4.05597 3.85024 -3.33778 0.43
H -6.20993 2.81323 -3.98825 0.36
H -6.62103 0.42379 -3.48645 0.38
H -4.90901 -0.90749 -2.34572 0.17
H 0.29947 -1.12287 -2.65129 0.21
H 0.97973 -3.11681 -3.93859 0.40
H -0.62270 -4.97161 -4.29055 0.36
H -2.89922 -4.82533 -3.33041 0.38
H -3.56606 -2.85060 -2.03553 0.21
```

For the LUMO energy, the calculation gives 1.489 eV. As for the multiplicity: 1. As for the charge: -1. The energy above the lowest of the compared OMol25 structures with the same formula, charge and spin is 2.66 kJ/mol. The total energy is -212933.68595 eV. The HOMO-LUMO gap is 7.26 eV. The calculation puts the largest force on an atom at 0.24 eV/A.

[2]
A molecular structure, C30H25BCrO9 at a distorted geometry. Source: the OMol25 dataset; level of theory: the ωB97M-V functional and the def2-TZVPD basis.

The geometry in XYZ format:
```
66
Properties=species:S:1:pos:R:3:mulliken_charge:R:1
O 4.71870 0.76991 1.59028 -0.17
C 4.49511 0.73248 0.44459 0.51
Cr 4.29968 0.49856 -1.43370 -0.21
C 3.28944 -1.05684 -1.19586 0.70
O 2.78768 -2.09964 -1.01624 -0.20
C 5.78507 -0.65637 -1.19333 0.41
O 6.55147 -1.47515 -0.87332 -0.14
C 5.38425 1.87420 -2.67551 -0.42
C 4.62847 2.55478 -1.70988 -0.59
C 3.23397 2.32139 -1.61250 -0.61
C 2.55565 1.56451 -2.59306 1.50
C 1.11974 1.40734 -2.56577 -0.42
C -0.04764 1.06944 -2.41967 -1.47
C -1.20300 0.54160 -1.63386 2.35
C -1.52787 -0.93676 -1.83386 0.45
C -0.53090 -1.77661 -2.33813 -0.13
C -0.74913 -3.15272 -2.45941 -0.73
C -1.97172 -3.71707 -2.05386 -0.59
C -2.95059 -2.88798 -1.48366 -1.02
C -2.73133 -1.50639 -1.39571 -0.34
C -2.37903 1.49336 -1.52876 0.09
C -2.41060 2.61379 -2.36164 -0.68
C -3.37583 3.59911 -2.16423 -0.62
C -4.40075 3.40683 -1.23292 -0.40
C -4.42125 2.24194 -0.44725 -1.15
C -3.33844 1.35535 -0.51329 0.36
C 3.36685 0.70618 -3.37597 -0.21
C 4.74993 0.92180 -3.49235 -0.80
H 6.46833 2.01737 -2.72874 0.56
H 5.13300 3.17951 -0.96589 0.61
H 2.65522 2.74586 -0.78578 0.66
H 0.42949 -1.32698 -2.59415 0.16
H 0.06287 -3.77027 -2.84793 0.43
H -2.13349 -4.79836 -2.14175 0.41
H -3.88194 -3.29494 -1.07769 0.46
H -3.50594 -0.90324 -0.93945 0.38
H -1.60636 2.73268 -3.09398 0.50
H -3.28715 4.53046 -2.72347 0.46
H -5.13881 4.19559 -1.06662 0.46
H -5.23082 2.03660 0.26082 0.51
H -3.22874 0.59416 0.27107 0.62
H 2.88544 -0.08891 -3.95678 0.73
H 5.32500 0.30739 -4.19089 0.57
C 2.61674 -1.92792 2.57082 -0.71
C 1.23278 -1.37575 2.61395 0.80
O 0.38436 -2.07492 3.44496 -0.51
B -0.87920 -1.52520 3.71570 0.77
H -0.71974 0.61134 -0.68747 0.06
O -1.93968 -2.27401 3.32466 -0.31
C -3.29531 -1.93175 3.16988 0.71
C -4.10615 -2.60557 4.22559 -1.17
O -3.71918 -1.23459 2.27271 -0.45
O -0.97519 -0.24452 4.26854 -0.31
C -1.13744 0.82810 3.36558 0.79
C -0.75496 2.10124 4.04006 -1.24
O -1.45450 0.65276 2.20576 -0.39
O 0.88974 -0.39811 1.96498 -0.59
H 2.72202 -2.68989 3.34962 0.37
H 2.77236 -2.32819 1.55846 0.09
H 3.35948 -1.13774 2.71313 0.15
H -4.13913 -1.96714 5.11378 0.29
H -5.11865 -2.73811 3.83947 0.36
H -3.66154 -3.57104 4.48355 0.36
H 0.34008 2.21573 4.05223 0.26
H -1.18229 2.93491 3.46829 0.33
H -1.10861 2.11642 5.07586 0.36
```

For the LUMO energy (alpha / beta), the calculation gives -10.506 / -12.599 eV. As for the multiplicity: 4. As for the charge: +3. As for the expectation value of S²: 3.80. The total energy is -79012.06055 eV. The HOMO-LUMO gap (alpha / beta) is 5.81 / 3.70 eV. The calculation puts the largest force on an atom at 7.91 eV/A.

[3]
A molecular structure, C30H25BN10O4Rb. Source: the OMol25 dataset; level of theory: the ωB97M-V functional and the def2-TZVPD basis.

The geometry in XYZ format:
```
71
Properties=species:S:1:pos:R:3:mulliken_charge:R:1
Rb -0.11419 -0.15254 -0.39930 1.29
O 0.84677 1.39284 5.63756 -0.48
C 1.91669 1.90535 4.97071 1.36
C 2.99019 2.40761 5.71290 -0.83
C 4.11233 2.93717 5.10244 -0.48
C 4.17545 2.97233 3.71681 -0.94
C 3.11099 2.45954 2.98820 -0.56
C 1.96929 1.90868 3.57065 -0.11
C 0.91676 1.38824 2.59451 0.09
O 1.28506 1.20676 1.41023 -0.57
N -0.28771 1.22786 3.13421 -0.99
N -1.16545 0.68905 2.23379 0.73
C -2.37750 0.64306 2.61941 -0.85
C -3.41438 0.03040 1.75930 0.70
C -4.68793 -0.20690 2.27132 -0.85
C -5.63936 -0.80843 1.46519 -0.22
C -5.29650 -1.16557 0.17164 -0.77
C -4.00443 -0.88789 -0.25737 -0.18
N -3.09147 -0.29442 0.50227 0.19
H 1.03783 1.45958 6.57834 0.30
H 2.93196 2.37533 6.79766 0.23
H 4.92526 3.32029 5.70803 0.37
H 5.03498 3.40310 3.21698 0.37
H 3.10134 2.47802 1.90472 0.78
H -2.66370 1.01860 3.60315 0.25
H -4.91208 0.06827 3.29500 0.36
H -6.63312 -1.01000 1.84762 0.40
H -6.00096 -1.65564 -0.48753 0.37
H -3.67613 -1.17446 -1.25143 0.34
C -0.78848 5.06018 -0.79834 -0.79
C -0.43116 5.47278 -2.06752 -0.35
C -0.35622 4.53442 -3.08704 -0.69
C -0.65191 3.21019 -2.79945 0.58
N -0.98954 2.81261 -1.57771 -0.04
C -1.05245 3.71190 -0.60054 -0.05
C -0.59544 2.13392 -3.85553 0.36
C -0.63092 2.42784 -5.21144 -0.72
C -0.56805 1.38322 -6.12330 -0.37
C -0.48128 0.08555 -5.65662 -0.68
C -0.46656 -0.11541 -4.28249 -0.35
N -0.52088 0.88743 -3.40963 0.18
H -0.84895 5.75582 0.02746 0.38
H -0.19826 6.51137 -2.26617 0.41
H -0.04727 4.83196 -4.07977 0.25
H -1.30720 3.32899 0.38318 0.36
H -0.72671 3.44846 -5.55611 0.27
H -0.59442 1.58710 -7.18654 0.41
H -0.43186 -0.75790 -6.33214 0.41
H -0.41743 -1.11383 -3.85494 0.47
N 5.02046 0.27835 1.22003 -0.73
N 4.32994 -0.15080 0.08757 1.40
N 4.43268 0.44872 -1.07063 -0.92
C 3.64485 -0.33211 -1.81148 -0.08
N 3.11538 -1.34569 -1.11608 -0.24
N 3.58343 -1.21412 0.11160 -0.60
H 4.98751 1.29082 1.18804 0.36
H 4.45303 -0.02619 2.00649 0.39
H 3.44417 -0.14692 -2.85300 0.47
O -1.62559 -4.10537 -0.23048 -0.63
B -0.72293 -3.24910 -1.00151 -0.31
O 0.18364 -4.21290 -1.63097 -0.68
C -0.16852 -5.46842 -1.25127 0.67
C 0.40201 -6.67309 -1.59755 -0.93
C -0.16367 -7.83819 -1.06179 -0.44
C -1.26108 -7.77244 -0.21291 -0.44
C -1.83142 -6.53915 0.13020 -0.92
C -1.26458 -5.40331 -0.40292 0.78
H 1.26042 -6.71063 -2.25711 0.42
H 0.26207 -8.80277 -1.31201 0.35
H -1.68130 -8.68619 0.19035 0.35
H -2.68550 -6.47333 0.79306 0.42
```

For the LUMO energy, the calculation gives 2.067 eV. As for the multiplicity: 1. As for the charge: -1. The total energy is -55938.60229 eV. The HOMO-LUMO gap is 5.00 eV. The calculation puts the largest force on an atom at 0.55 eV/A.